1.
{"formula": "C3H5F3P", "method": "the ωB97M-V functional and the def2-TZVPD basis", "species": ["C", "C", "C", "F", "F", "F", "P", "H", "H", "H", "H", "H"], "positions_angstrom": [[0.420, 0.675, -0.272], [-0.587, -0.394, 0.269], [-0.175, 1.779, -1.006], [-0.518, -2.374, 2.265], [0.262, -3.064, 0.122], [1.529, -1.467, 1.329], [0.093, -1.805, 0.969], [1.538, 0.509, 0.031], [-1.573, -0.224, -0.203], [0.202, 2.844, -0.565], [-1.279, 1.802, -0.888], [0.088, 1.718, -2.052]], "de_lowest_kcal_mol": 16.9, "charge": 1, "orbital_gap_ev": 9.85, "homo_energy_ev": -15.55, "lumo_energy_ev": -5.71}

***

2.
{"formula": "C3H5F6NO4S2Zn", "method": "the ωB97M-V functional and the def2-TZVPD basis", "species": ["Zn", "C", "H", "H", "H", "H", "H", "F", "C", "F", "F", "S", "O", "O", "N", "S", "O", "O", "C", "F", "F", "F"], "positions_angstrom": [[0.930, 0.213, 0.056], [0.304, -0.500, -1.802], [1.378, -0.648, -1.935], [-0.124, -1.501, -1.971], [0.032, 0.140, -2.660], [-2.465, -0.422, -2.706], [-2.044, -0.213, -2.071], [-2.086, -0.161, 4.249], [-1.004, 0.636, 4.235], [-1.177, 1.647, 5.099], [0.074, -0.084, 4.605], [-0.821, 1.374, 2.506], [-0.538, 0.262, 1.565], [-2.005, 2.165, 2.317], [0.453, 2.294, 2.824], [1.709, 2.536, 1.883], [1.417, 2.210, 0.445], [2.332, 3.792, 2.145], [2.951, 1.188, 2.301], [3.328, 1.197, 3.585], [2.395, -0.061, 2.021], [4.021, 1.339, 1.489]], "de_lowest_kcal_mol": 17.2, "orbital_gap_ev": 9.52, "homo_energy_ev": -10.22, "lumo_energy_ev": -0.70}

***

3.
{"formula": "C3H5FN2S2", "method": "the ωB97M-V functional and the def2-TZVPD basis", "species": ["C", "C", "C", "H", "H", "H", "H", "H", "N", "N", "F", "S", "S"], "positions_angstrom": [[0.330, -0.772, -0.131], [-1.443, 0.895, -0.096], [0.031, 0.654, 0.255], [2.595, 0.681, 0.277], [-0.684, -2.453, -0.217], [-1.421, 1.037, -1.166], [-1.868, 1.683, 0.467], [0.190, 0.787, 1.361], [1.479, -1.331, -0.060], [-0.826, -1.497, -0.415], [0.894, 1.557, -0.376], [3.007, -0.551, 0.017], [-2.284, -0.690, 0.082]], "smiles": "F[C@H]1CSN/C1=N/S", "de_lowest_kcal_mol": 28.9, "orbital_gap_ev": 8.57, "homo_energy_ev": -8.08, "lumo_energy_ev": 0.49}

***

4.
{"formula": "C3H5FO", "method": "the ωB97M-V functional and the def2-TZVPD basis", "species": ["C", "C", "C", "H", "H", "H", "H", "H", "O", "F"], "positions_angstrom": [[1.088, -0.537, -0.091], [-0.057, -0.109, 0.569], [-1.087, 0.755, -0.226], [1.420, -1.548, 0.203], [0.816, -0.631, -1.204], [-0.559, 0.177, 1.749], [-0.879, 0.939, -1.064], [-1.777, 1.424, 0.283], [-1.067, -0.835, -0.169], [2.103, 0.365, -0.051]], "smiles": "FC[C@H]1CO1", "de_lowest_kcal_mol": 98.7, "orbital_gap_ev": 11.42, "homo_energy_ev": -10.37, "lumo_energy_ev": 1.05}

***

5.
{"formula": "C3H5FO", "method": "the ωB97M-V functional and the def2-TZVPD basis", "species": ["C", "C", "C", "H", "H", "H", "H", "H", "O", "F"], "positions_angstrom": [[-0.605, 0.179, -0.286], [-0.048, -0.457, 0.938], [0.859, 0.332, 0.131], [-0.857, -0.294, -2.198], [-0.992, 1.195, -0.199], [-0.315, 0.029, 1.833], [0.016, -1.489, 0.791], [1.477, -0.140, -0.520], [-0.967, -0.687, -1.318], [1.432, 1.332, 0.829]], "smiles": "O[C@H]1C[C@@H]1F", "de_lowest_kcal_mol": 36.8, "orbital_gap_ev": 10.31, "homo_energy_ev": -9.48, "lumo_energy_ev": 0.83}

***

6.
{"formula": "C3H5FO", "method": "the ωB97M-V functional and the def2-TZVPD basis", "species": ["C", "C", "C", "H", "H", "H", "H", "H", "O", "F"], "positions_angstrom": [[0.702, -1.241, -0.350], [-0.461, 0.778, -0.433], [-0.744, 1.129, 0.774], [1.641, -0.824, -0.683], [0.720, -2.331, -0.591], [0.793, -1.229, 0.721], [-0.237, 1.363, -1.260], [-0.859, 0.463, 1.606], [-0.492, -0.546, -0.775], [-1.064, 2.438, 0.991]], "smiles": "CO/C=C/F", "de_lowest_kcal_mol": 36.7, "orbital_gap_ev": 10.67, "homo_energy_ev": -9.64, "lumo_energy_ev": 1.03}

***

7.
{"formula": "C3H5FO", "method": "the ωB97M-V functional and the def2-TZVPD basis", "species": ["C", "C", "C", "O", "F", "H", "H", "H", "H", "H"], "positions_angstrom": [[0.226, -1.111, 1.575], [-0.453, -0.119, 1.021], [0.886, 0.391, -1.612], [1.092, -0.865, -1.739], [-1.391, -0.355, 0.042], [0.153, -2.098, 1.347], [1.043, -0.810, 2.401], [0.091, 0.787, -2.274], [-0.363, 0.925, 1.118], [0.461, -1.503, -2.386]], "de_lowest_kcal_mol": 102.8, "orbital_gap_ev": 8.83, "homo_energy_ev": -8.39, "lumo_energy_ev": 0.44}

***

8.
{"formula": "C3H5FO2S", "method": "the ωB97M-V functional and the def2-TZVPD basis", "species": ["C", "C", "C", "O", "O", "F", "S", "H", "H", "H", "H", "H"], "positions_angstrom": [[-0.431, 0.589, -0.841], [1.013, -0.831, 0.685], [0.809, 0.452, -0.156], [-3.093, 0.365, -0.610], [-1.652, -1.618, -0.099], [1.123, 1.539, 0.593], [-1.843, -0.196, -0.248], [-0.869, 2.218, -0.922], [0.444, -0.493, 1.520], [0.687, -1.602, 0.094], [2.126, -0.784, 0.831], [1.686, 0.360, -0.847]], "de_lowest_kcal_mol": 125.2, "orbital_gap_ev": [8.58, 8.58], "homo_energy_ev": [-10.10, -10.10], "lumo_energy_ev": [-1.51, -1.51]}

***

9.
{"formula": "C3H5FS", "method": "the ωB97M-V functional and the def2-TZVPD basis", "species": ["C", "C", "C", "H", "H", "H", "H", "H", "F", "S"], "positions_angstrom": [[-0.515, 0.140, 0.035], [-0.108, -1.292, 0.043], [0.598, -0.310, 0.858], [-1.216, 0.824, -2.416], [-1.451, 0.418, 0.657], [-0.752, -2.018, 0.519], [0.241, -1.533, -0.923], [1.614, -0.426, 0.576], [0.471, -0.460, 2.237], [-0.158, 0.978, -1.510]], "smiles": "F[C@H]1C[C@@H]1S", "de_lowest_kcal_mol": 34.1, "orbital_gap_ev": 10.04, "homo_energy_ev": -9.26, "lumo_energy_ev": 0.78}

***

10.
{"formula": "C3H5FS", "method": "the ωB97M-V functional and the def2-TZVPD basis", "species": ["C", "C", "C", "F", "S", "H", "H", "H", "H", "H"], "positions_angstrom": [[0.168, 2.672, -1.172], [1.225, 2.787, -1.707], [-0.218, -2.122, 1.318], [-1.179, -1.924, 2.218], [-0.605, -1.605, -0.450], [-0.789, 2.488, -0.805], [-1.516, -0.728, 0.001], [2.193, 2.935, -2.078], [-0.006, -3.115, 1.105], [0.727, -1.389, 1.570]], "smiles": "C#C.FCS", "de_lowest_kcal_mol": 63.9, "orbital_gap_ev": 10.26, "homo_energy_ev": -9.37, "lumo_energy_ev": 0.89}

***

11.
{"formula": "C3H5FS2", "method": "the ωB97M-V functional and the def2-TZVPD basis", "species": ["C", "C", "C", "H", "H", "H", "H", "H", "F", "S", "S"], "positions_angstrom": [[0.735, 1.502, -1.636], [2.051, 1.407, -1.580], [-0.254, -0.480, 1.538], [0.067, 1.550, -0.785], [2.547, 1.369, -0.617], [2.653, 1.366, -2.482], [-1.574, -2.326, 1.122], [0.226, 0.130, 2.306], [0.067, 1.553, -2.800], [-1.123, -1.792, 2.266], [-0.109, -0.123, -0.033]], "de_lowest_kcal_mol": 58.9, "orbital_gap_ev": 7.94, "homo_energy_ev": -8.44, "lumo_energy_ev": -0.50}

***

12.
{"formula": "C3H5HgO2", "method": "the ωB97M-V functional and the def2-TZVPD basis", "species": ["O", "Hg", "O", "C", "C", "C", "H", "H", "H", "H", "H"], "positions_angstrom": [[0.531, -0.607, -0.479], [2.220, -1.605, 0.502], [3.550, 0.479, 0.018], [3.335, 1.513, -0.421], [-0.566, 0.224, -0.419], [-1.736, -0.316, 0.401], [-0.270, 1.206, 0.019], [-0.941, 0.450, -1.444], [-1.571, -0.141, 1.476], [-2.679, 0.189, 0.135], [-1.875, -1.392, 0.213]], "de_lowest_kcal_mol": 0.0, "spin_multiplicity": 2, "orbital_gap_ev": [9.33, 6.46], "homo_energy_ev": [-8.78, -8.66], "lumo_energy_ev": [0.55, -2.20]}

***

13.
{"formula": "C3H5HgO4", "method": "the ωB97M-V functional and the def2-TZVPD basis", "species": ["C", "C", "O", "Hg", "H", "H", "H", "H", "H", "O", "C", "O", "O"], "positions_angstrom": [[-1.374, -1.485, 0.868], [-1.447, -1.255, -0.605], [-0.332, -0.999, -1.291], [1.132, 0.040, -1.324], [-2.243, -1.044, 1.378], [-1.339, -2.561, 1.109], [-0.455, -1.037, 1.299], [0.144, 2.107, 0.388], [-2.401, -1.310, -1.151], [0.792, 1.812, -0.346], [2.169, 1.931, -0.130], [2.746, 1.018, -0.806], [2.607, 2.783, 0.610]], "de_lowest_kcal_mol": 54.8, "spin_multiplicity": 2, "orbital_gap_ev": [6.46, 10.23], "homo_energy_ev": [-6.47, -10.28], "lumo_energy_ev": [-0.01, -0.04]}

***

14.
{"formula": "C3H5I", "method": "the ωB97M-V functional and the def2-TZVPD basis", "species": ["C", "C", "C", "I", "H", "H", "H", "H", "H"], "positions_angstrom": [[1.131, 1.036, -1.965], [1.740, 0.796, -0.955], [-1.314, -0.624, 1.056], [2.696, -0.141, 0.578], [-0.700, -0.125, 0.377], [1.034, 1.559, -2.868], [-1.689, 0.073, 1.832], [-2.107, -1.017, 0.487], [-0.790, -1.559, 1.459]], "smiles": "C#CI.C", "de_lowest_kcal_mol": 50.8, "orbital_gap_ev": 9.91, "homo_energy_ev": -9.71, "lumo_energy_ev": 0.20}

***

15.
{"formula": "C3H5I3", "method": "the ωB97M-V functional and the def2-TZVPD basis", "species": ["C", "C", "C", "I", "I", "I", "H", "H", "H", "H", "H"], "positions_angstrom": [[0.814, -1.965, 0.069], [1.279, 1.170, -1.125], [1.690, 0.850, 0.157], [-0.992, -1.872, -1.048], [1.477, 3.499, -1.708], [0.551, 1.289, 1.776], [0.691, -1.482, 1.113], [1.736, -1.718, -0.575], [1.768, 0.803, -2.000], [0.141, 1.240, -1.285], [2.541, 0.369, 0.527]], "de_lowest_kcal_mol": 53.6, "orbital_gap_ev": [7.56, 6.95], "homo_energy_ev": [-8.42, -8.89], "lumo_energy_ev": [-0.87, -1.94]}

***

16.
{"formula": "C3H5IN", "method": "the ωB97M-V functional and the def2-TZVPD basis", "species": ["C", "C", "C", "N", "I", "H", "H", "H", "H", "H"], "positions_angstrom": [[-0.834, 2.255, -0.046], [-0.143, 1.377, 0.428], [0.600, 0.298, 0.801], [0.021, -0.964, 0.120], [1.160, -0.134, 2.856], [-1.331, 3.050, -0.595], [2.400, 0.605, 0.030], [0.001, -1.775, 0.749], [0.675, -1.191, -0.739], [-0.831, -0.620, -0.134]], "de_lowest_kcal_mol": 79.3, "charge": 1, "orbital_gap_ev": [8.05, 8.21], "homo_energy_ev": [-13.90, -13.52], "lumo_energy_ev": [-5.85, -5.31]}

***

17.
{"formula": "C3H5IN2", "method": "the ωB97M-V functional and the def2-TZVPD basis", "species": ["C", "C", "C", "N", "N", "I", "H", "H", "H", "H", "H"], "positions_angstrom": [[1.708, -2.524, 1.520], [0.024, 0.544, 0.628], [0.520, 1.262, -0.555], [1.355, -2.101, 0.409], [1.061, -1.603, -0.557], [-1.701, 1.267, 1.523], [1.153, -2.154, 2.306], [2.387, -3.306, 1.500], [1.573, 1.093, -0.429], [0.194, 0.478, -1.309], [0.110, 2.157, -0.681]], "de_lowest_kcal_mol": 112.4, "orbital_gap_ev": 7.81, "homo_energy_ev": -8.29, "lumo_energy_ev": -0.48}

***

18.
{"formula": "C3H5IN3O2", "method": "the ωB97M-V functional and the def2-TZVPD basis", "species": ["C", "C", "C", "N", "N", "N", "O", "O", "I", "H", "H", "H", "H", "H"], "positions_angstrom": [[-0.191, -0.281, 1.383], [0.982, -2.124, 0.059], [-0.547, 0.342, 0.028], [0.302, -1.610, 1.169], [1.505, -0.996, -0.690], [-0.573, 1.601, -0.095], [-0.468, 0.220, 2.434], [0.978, -3.259, -0.312], [2.800, 0.364, 0.087], [1.831, -1.182, -1.652], [-0.942, -0.273, -0.768], [0.395, -2.081, 1.991], [-0.083, 2.207, 0.559], [-0.770, 1.855, -1.040]], "smiles": "[NH2+]=CC(=O)NC(=O)NI", "charge": 1, "orbital_gap_ev": 8.06, "homo_energy_ev": -13.88, "lumo_energy_ev": -5.81}

***

19.
{"formula": "C3H5IO2", "method": "the ωB97M-V functional and the def2-TZVPD basis", "species": ["C", "C", "C", "O", "O", "I", "H", "H", "H", "H", "H"], "positions_angstrom": [[1.247, -2.090, -0.286], [0.041, -2.052, -0.208], [0.941, 1.765, 0.430], [-0.239, 1.220, 0.025], [1.987, 1.788, -0.092], [-3.465, -0.282, 0.160], [2.272, -1.879, -0.425], [-2.318, 0.749, -0.041], [-0.972, -2.307, -0.175], [0.826, 2.238, 1.439], [-0.318, 0.849, -0.826]], "smiles": "O=CO.C#C.I", "de_lowest_kcal_mol": 52.2, "orbital_gap_ev": 10.79, "homo_energy_ev": -10.21, "lumo_energy_ev": 0.59}

***

20.
{"formula": "C3H5IS", "method": "the ωB97M-V functional and the def2-TZVPD basis", "species": ["C", "C", "C", "S", "I", "H", "H", "H", "H", "H"], "positions_angstrom": [[0.408, -1.603, 0.404], [-0.292, 0.803, -0.031], [0.647, -0.389, -0.388], [0.618, -3.099, -0.078], [2.783, 0.081, -0.002], [-0.087, -1.539, 1.401], [-0.251, 1.128, 1.089], [-1.265, 0.300, -0.069], [0.035, 1.614, -0.818], [0.770, -0.735, -1.461]], "smiles": "C[C@@H](I)C=S", "de_lowest_kcal_mol": 11.3, "orbital_gap_ev": 8.08, "homo_energy_ev": -8.94, "lumo_energy_ev": -0.86}